DFT (ωB97M-V/def2-TZVPD) results for a cluster of 8 separate species, C44H100N8 in total in a non-equilibrium geometry.

```
152
Properties=species:S:1:pos:R:3:forces:R:3
N 16.67116 -13.36815 11.36285 -1.6 1.2 2.2
C 17.31820 -12.20193 11.62194 1.2 1.6 1.2
C 16.82746 -11.61078 12.81122 0.4 -0.6 -1.1
C 15.74966 -12.38967 13.25551 0.1 -1.1 -1.3
C 15.68537 -13.43628 12.35620 -0.7 -1.4 -0.6
H 16.68528 -13.99120 10.56804 0.2 0.4 0.1
H 18.15325 -11.83346 11.04459 -0.2 -0.3 -0.1
H 17.14185 -10.78124 13.42719 0.5 0.3 -0.7
H 15.09575 -12.14278 14.07882 0.0 -0.4 0.0
H 15.00378 -14.26675 12.24591 -0.1 0.1 0.4
N 17.85342 -14.33058 6.12476 -1.3 1.5 1.1
C 16.97026 -13.99017 5.10691 -0.6 0.0 1.2
C 15.85321 -13.33713 5.70587 1.6 -1.4 -2.7
C 16.08205 -13.25986 7.06093 1.3 -0.1 1.4
C 17.34541 -13.80547 7.31169 -0.8 -0.5 -0.5
H 18.72759 -14.83505 6.16265 -0.2 0.2 -0.8
H 17.15934 -14.28126 4.08421 -0.1 0.1 0.1
H 15.00541 -13.03772 5.10755 0.0 0.1 0.3
H 15.41080 -12.84622 7.79898 0.2 0.1 0.0
H 17.86137 -13.96687 8.24664 0.0 0.1 -0.1
C 23.53875 -10.85896 9.75665 -1.1 0.7 0.4
C 22.26649 -10.32188 10.55717 0.6 -1.2 0.1
N 21.48830 -11.41913 11.17632 -0.1 -2.9 -3.0
C 20.77409 -12.24379 10.07986 1.6 -1.1 0.3
C 20.56338 -13.73044 10.46101 -0.5 1.2 0.5
C 20.58986 -11.03866 12.22414 0.3 1.1 -0.4
C 21.37642 -10.61356 13.44019 -0.7 0.6 1.6
H 24.16694 -11.44012 10.43174 -0.1 -0.1 0.0
H 24.13896 -10.03178 9.37766 -0.1 0.2 0.2
H 23.30986 -11.44579 8.86708 -0.3 -0.2 0.2
H 22.66885 -9.71173 11.36583 -0.1 0.1 0.0
H 21.56519 -9.72193 9.97722 0.2 0.4 -0.5
H 19.79736 -11.92486 9.71602 -0.1 0.9 0.2
H 21.38469 -12.39213 9.18921 0.4 1.1 0.0
H 21.48170 -14.16445 10.85653 -0.3 0.1 0.5
H 19.69748 -13.63691 11.11640 0.3 -1.1 0.7
H 20.26466 -14.35555 9.61952 -0.1 0.3 -0.3
H 19.82330 -11.74487 12.54313 0.6 -0.8 -0.5
H 19.98658 -10.24941 11.77554 -0.4 0.9 0.5
H 22.27739 -11.18401 13.66594 0.0 -0.2 -0.5
H 20.72396 -10.77546 14.29820 -0.1 -0.1 0.3
H 21.60913 -9.55423 13.54877 0.2 0.1 -0.6
C 21.96636 -15.16513 14.17846 1.5 0.0 -1.1
C 20.57578 -14.68917 14.10161 -1.0 0.3 0.4
N 19.55070 -15.39413 14.96139 0.1 3.2 -1.2
C 19.83926 -15.18936 16.40043 0.0 0.3 0.4
C 20.19749 -13.76813 17.07231 -0.3 -1.7 -0.7
C 18.27905 -14.68699 14.62435 -1.1 -2.3 0.1
C 17.12927 -15.59189 15.07070 -0.9 -0.2 0.7
H 22.40932 -15.08712 15.17133 0.1 -0.4 -0.1
H 22.52611 -14.51821 13.50300 0.3 0.8 0.4
H 22.20101 -16.05873 13.60007 -0.5 -0.9 0.9
H 20.60736 -13.62122 14.31748 -0.2 0.4 0.7
H 20.29285 -14.60160 13.05261 -0.5 -0.9 0.0
H 20.63881 -15.91051 16.57007 0.2 0.2 0.6
H 18.96021 -15.53065 16.94713 0.1 -0.3 -0.1
H 21.20812 -13.49279 16.77075 -0.2 0.6 0.1
H 20.15774 -13.91978 18.15098 0.4 -0.4 0.1
H 19.42913 -13.00249 16.96509 0.2 0.1 -0.8
H 18.10139 -13.67112 14.97725 0.7 0.2 0.2
H 18.09807 -14.70280 13.54959 0.8 0.5 -0.2
H 16.86137 -16.31316 14.29863 -0.1 0.2 -0.1
H 17.27809 -16.21378 15.95343 0.6 0.1 0.1
H 16.24486 -15.02520 15.36188 -0.2 0.2 -0.4
C 14.21480 -5.28594 11.53858 -1.1 0.2 -0.6
C 14.90301 -6.08028 12.64086 -0.2 0.2 -2.2
N 15.95608 -6.90992 11.98822 0.7 0.1 2.2
C 15.44822 -7.89430 10.97310 -0.6 2.2 -0.9
C 14.44352 -8.88802 11.44791 -0.3 -0.7 1.1
C 16.66330 -7.53253 13.14095 1.2 -2.5 -1.5
C 18.12562 -7.98059 12.76405 -0.6 0.6 0.6
H 13.33092 -5.77543 11.12962 -0.2 -0.3 0.3
H 14.81367 -5.17229 10.63495 0.5 0.3 0.4
H 13.85759 -4.30459 11.85076 0.2 0.0 0.1
H 15.31944 -5.34008 13.32409 0.5 -0.5 0.1
H 14.17634 -6.69715 13.16955 -0.1 0.0 0.3
H 14.95542 -7.24341 10.25089 -0.5 0.3 0.1
H 16.17222 -8.25358 10.24177 0.8 -0.4 1.1
H 13.94448 -9.52419 10.71692 0.5 0.0 -0.4
H 14.92136 -9.52307 12.19390 -0.3 -0.4 0.0
H 13.61019 -8.38408 11.93749 0.0 0.2 0.2
H 16.04944 -8.36302 13.48960 0.1 -0.7 -0.1
H 16.80509 -7.05615 14.11104 -0.4 1.5 -0.6
H 18.56607 -8.43160 13.65327 0.2 0.1 0.1
H 18.63648 -7.04719 12.52766 0.3 0.0 0.1
H 18.36794 -8.66503 11.95108 -0.9 -0.1 -0.2
C 11.41021 -13.13821 14.29580 1.3 0.8 -0.5
C 10.21306 -13.64170 13.51232 -0.2 -0.4 0.3
N 10.19595 -15.09429 13.54479 -2.5 -1.3 -0.8
C 8.76989 -15.56007 13.17920 0.1 0.4 1.4
C 7.80971 -15.34059 14.39231 0.3 -0.2 -0.3
C 11.11510 -15.65551 12.53575 -0.1 -0.4 1.6
C 12.60539 -15.52825 12.76418 0.4 -0.7 -0.3
H 12.17242 -13.85149 14.60944 -0.5 -0.7 -0.3
H 11.21955 -12.63117 15.24167 -0.7 0.3 -0.4
H 11.99348 -12.50065 13.63141 0.0 0.6 0.3
H 9.32828 -13.12649 13.88625 -0.3 -0.8 0.7
H 10.07939 -13.40267 12.45728 1.1 0.8 -0.5
H 8.31377 -15.05045 12.33046 0.4 0.6 -0.4
H 8.72782 -16.59832 12.85003 0.6 -0.2 0.4
H 7.28259 -14.38685 14.36720 0.4 0.2 0.0
H 6.99037 -16.05644 14.45820 0.2 -0.3 -0.3
H 8.37463 -15.44359 15.31879 0.0 0.2 0.0
H 10.87802 -15.30700 11.53055 -0.2 0.0 -0.3
H 11.03453 -16.73768 12.63815 -0.8 -0.1 -0.5
H 13.03062 -14.52846 12.67629 0.1 -0.3 -0.1
H 12.95172 -16.25725 12.03158 0.7 0.7 -0.8
H 12.99240 -16.07868 13.62170 -0.4 0.7 0.8
C 19.25075 -7.78315 5.24285 -0.8 -0.3 1.2
C 17.79406 -7.50195 5.85636 2.0 -2.0 -0.2
N 17.30131 -8.71050 6.64897 -0.1 -0.6 0.8
C 17.95316 -8.86310 8.01923 -1.3 0.1 -0.7
C 17.53065 -10.09312 8.94269 0.7 1.3 -1.1
C 17.04024 -10.08684 6.09625 0.1 1.2 0.0
C 16.50446 -10.03898 4.67496 -0.3 -0.1 0.3
H 19.19084 -8.70271 4.66066 -0.2 0.1 -0.3
H 19.96125 -8.04868 6.02566 0.1 0.4 0.1
H 19.67530 -7.00386 4.60996 -0.2 0.2 0.1
H 17.73024 -6.64423 6.52594 0.4 -0.2 0.2
H 17.27308 -7.17728 4.95567 -1.1 -0.7 0.3
H 19.03917 -8.89130 7.93041 0.2 -0.1 0.0
H 17.68930 -7.95972 8.56913 0.2 0.2 0.1
H 16.50801 -10.09376 9.31990 -0.1 0.1 -0.3
H 17.75733 -11.04188 8.45632 0.0 0.0 0.1
H 18.18645 -9.96100 9.80325 0.0 -0.2 0.1
H 16.32565 -10.56848 6.76369 -0.7 0.4 -0.1
H 17.81758 -10.83422 6.25527 1.2 0.3 -0.6
H 15.48536 -9.65862 4.74474 -0.1 0.1 -0.3
H 16.47975 -11.03390 4.23041 0.0 0.0 0.1
H 17.05912 -9.39211 3.99524 0.2 0.0 0.2
C 11.02437 -9.63181 17.76492 0.7 0.8 -1.1
C 12.45575 -9.19246 18.11739 0.7 -1.5 -0.7
N 13.53032 -10.18209 17.61129 -0.5 -0.1 -0.6
C 13.31419 -10.83053 16.24130 0.5 1.1 0.4
C 13.29218 -9.89358 15.01932 -0.5 -0.2 0.5
C 13.76971 -11.22300 18.60212 1.5 1.0 1.9
C 14.52396 -10.68730 19.93543 -0.7 -0.7 -0.7
H 10.93389 -9.54429 16.68221 -0.1 0.1 -0.2
H 10.31025 -8.90475 18.15158 -0.2 -0.4 0.4
H 10.79113 -10.68234 17.93834 0.0 0.2 0.7
H 12.70603 -8.19469 17.75693 -0.2 -0.1 -0.6
H 12.56038 -9.06101 19.19436 0.2 -0.5 0.1
H 12.46135 -11.50925 16.23003 -0.3 0.2 0.1
H 14.15788 -11.45727 15.95240 0.4 -0.2 1.1
H 14.14536 -9.21536 15.00491 -0.2 0.3 0.3
H 12.33047 -9.38533 14.94940 0.2 0.4 -0.2
H 13.42048 -10.50100 14.12340 -0.2 -0.1 -0.1
H 12.88743 -11.79473 18.88988 -0.5 0.1 0.2
H 14.46524 -11.99813 18.28041 0.0 0.2 -0.8
H 14.92774 -11.57456 20.42310 -0.1 -0.1 0.2
H 15.38631 -10.03853 19.78197 -0.1 0.0 -0.7
H 13.92379 -10.16539 20.68076 -0.4 -0.1 -0.2
```
Forces are in eV/Å.

Its charge is 0. The energy comes out at -59162.5158 eV. The value obtained for the energy above the lowest of the compared OMol25 structures with the same formula, charge and spin is 660.5 kJ/mol. As for the SMILES: c1cc[nH]c1.c1cc[nH]c1.CCN(CC)CC.CCN(CC)CC.CCN(CC)CC.CCN(CC)CC.CCN(CC)CC.CCN(CC)CC.

These are the Mulliken partial charges, in e, on atoms 1 to 99: N 0.407; C -1.010; C -0.411; C 0.645; C -1.572; H 0.245; H 0.188; H 0.556; H 0.431; H 0.429; N -0.038; C -0.528; C -0.872; C -0.098; C -0.412; H 0.218; H 0.432; H 0.472; H 0.556; H 0.315; C -1.283; C -0.326; N 0.363; C 0.236; C -0.783; C 1.683; C -2.032; H 0.286; H 0.438; H 0.314; H 0.389; H 0.174; H -0.479; H 0.440; H 0.348; H -0.287; H 0.472; H -0.581; H -0.504; H 0.358; H 0.527; H 0.448; C -1.448; C 0.329; N -0.071; C -0.634; C -1.093; C 0.385; C -1.320; H 0.336; H 0.381; H 0.352; H 0.107; H -0.180; H 0.497; H 0.352; H 0.246; H 0.443; H 0.230; H 0.099; H -0.038; H 0.285; H 0.425; H 0.252; C -1.348; C -0.196; N 0.027; C 0.421; C -0.757; C 0.290; C -1.218; H 0.324; H 0.348; H 0.367; H 0.503; H 0.122; H 0.356; H -0.975; H 0.542; H -0.070; H 0.316; H -0.375; H 0.564; H 0.454; H 0.444; H -0.140; C -1.201; C -0.836; N -0.100; C -0.482; C -1.242; C -0.432; C -1.252; H 0.461; H 0.353; H 0.233; H 0.423; H 0.541; H 0.322